(1)
The molecule C12H14N2O2S, computed with wB97M-V/def2-TZVPD.

The geometry in XYZ format:
```
31
Properties=species:S:1:pos:R:3
C 4.57 1.03 -3.91
C 3.63 1.09 -2.71
C 2.44 0.14 -2.89
C 1.53 0.19 -1.71
C 1.48 -0.53 -0.55
C 0.41 0.07 0.17
C -0.10 -0.33 1.50
O 0.33 -1.29 2.11
N -1.06 0.50 1.96
C -1.78 0.24 3.19
C -3.14 -0.33 2.92
C -3.45 -1.62 2.64
C -4.83 -1.81 2.37
C -5.53 -0.65 2.43
S -4.54 0.69 2.83
N -0.10 1.06 -0.52
O 0.58 1.14 -1.68
H 5.40 1.71 -3.77
H 4.96 0.03 -4.04
H 4.04 1.31 -4.82
H 3.25 2.11 -2.58
H 4.17 0.82 -1.80
H 2.80 -0.88 -3.01
H 1.88 0.42 -3.78
H 2.08 -1.36 -0.24
H -1.40 1.22 1.34
H -1.87 1.17 3.76
H -1.18 -0.48 3.75
H -2.72 -2.41 2.63
H -5.27 -2.76 2.13
H -6.58 -0.50 2.28
```

- gap between HOMO and LUMO (Ha) = 0.3554
- charge = 0
- energy relative to the best compared isomer or geometry (same formula, charge and spin) (eV) = 2.240
- total energy (a.u.) = -1123.8246
- SMILES string = CCCc1cc(C(=O)NCc2cccs2)no1
- LUMO level (eV) = 0.823
- strongest force on any atom (hartree/bohr) = 0.02284

Atom charges from the Löwdin analysis, given in e for atoms 1 to 6: C -0.1130; C -0.2502; C -0.1307; C -0.2659; C 0.0665; C -0.1907

=====

(2)
The molecule C3H6N2O2, computed with wB97M-V/def2-TZVPD.

The geometry in XYZ format:
```
13
Properties=species:S:1:pos:R:3
H -1.22 0.68 0.93
N -0.83 0.36 0.08
C 0.35 -0.10 0.03
N 1.24 -0.27 1.10
C 0.91 0.06 2.41
O 1.65 -0.08 3.35
O 0.73 -0.43 -1.20
C -0.52 -0.17 -2.13
H 2.17 -0.66 0.98
H -0.11 0.46 2.51
H 0.04 -0.11 -3.04
H -1.20 0.71 -2.05
H -1.17 -1.05 -2.04
```

- gap between HOMO and LUMO (Ha) = 0.3991
- charge = 0
- energy relative to the best compared isomer or geometry (same formula, charge and spin) (eV) = 2.460
- total energy (a.u.) = -377.8690
- SMILES string = [H]/N=C(\NC=O)OC
- LUMO level (eV) = 0.845
- strongest force on any atom (hartree/bohr) = 0.03024

Atom charges from the Löwdin analysis, given in e for atoms 1 to 6: H 0.0414; N 0.1155; C -0.5173; N 0.1424; C -0.3083; O 0.0483